No. 1
The following is a DFT calculation (the ωB97M-V functional and the def2-TZVPD basis) of a 3-piece molecular cluster, C5H15NO2 overall.

Each line ends with the Mulliken charge.
Positions of all 23 atoms, in Å:
C -0.404033 1.760898 0.999423  -1.016
N -0.180468 0.249937 1.062778  -0.215
C -1.137909 -0.438141 0.197056  0.302
C -0.613383 -0.825093 -1.004385  0.000
C -1.326512 -1.261171 -2.253143  -1.198
C -2.666374 -0.345290 0.440616  -1.088
H -0.951501 1.999978 0.030104  0.336
H -1.174645 1.938098 1.737620  0.355
H 0.520320 2.367340 1.093719  0.337
H -0.072247 -0.133037 2.018479  0.362
H 0.497823 -0.902563 -1.083052  0.217
H -2.438823 -0.875902 -2.240666  0.190
H -1.068950 -0.897528 -3.278584  0.318
H -1.360720 -2.310569 -2.382995  0.293
H -3.137505 -1.137854 1.024221  0.302
H -3.249551 -0.230848 -0.446862  0.355
H -2.867474 0.573980 1.092032  0.238
H 3.101711 0.206382 1.294149  0.343
H 2.041247 -0.823039 1.393424  0.333
O 3.017465 -0.767875 1.369266  -0.694
H 1.595772 1.046918 -0.504769  0.264
H 2.949793 0.387265 -0.836285  0.355
O 2.453446 1.229700 -0.947688  -0.689

Force components x, y, z for each atom (eV/Å):
C -1.02 -1.36 -0.65
N 0.16 0.19 -0.29
C 0.20 0.13 -1.93
C 0.63 -0.07 0.51
C -3.18 1.86 -0.57
C 0.86 1.55 2.02
H 1.15 -0.39 0.95
H 0.22 0.93 0.53
H -0.64 -0.53 0.15
H -0.63 0.69 -0.77
H -0.93 0.44 0.25
H 1.84 -1.02 0.27
H 0.91 0.22 1.17
H -0.09 -1.29 0.16
H 0.47 -0.39 -0.08
H -0.12 0.05 -0.71
H 0.25 -1.00 -0.96
H 0.33 -0.69 0.10
H 0.45 -0.28 -0.12
O -0.82 1.06 -0.07
H 0.65 0.01 -0.38
H -0.52 0.76 -0.14
O -0.19 -0.88 0.56

## Properties
SMILES   C/C=C(\C)NC.O.O
LUMO   0.8 eV
Spin multiplicity   1
Maximum force   3.729 eV Å⁻¹
Energy   -11011.711 eV
Relative energy (zero: lowest compared OMol25 entry of this formula, charge and spin)   51.55 kcal/mol


No. 2
The following is a DFT calculation (the ωB97M-V functional and the def2-TZVPD basis) of a 3-piece molecular cluster, C5H15NO2 overall.

Each line ends with the Mulliken charge.
Positions of all 23 atoms, in Å:
C 1.307527 -1.692096 1.290544  -1.309
C 0.519947 -1.187554 0.110569  -0.016
C -0.998612 -1.200748 0.472189  -0.850
C -1.623390 -0.222013 1.497458  -0.664
C -0.508127 1.741607 1.955124  -0.259
N -1.429716 1.213765 1.273564  -0.374
H 2.342906 -1.956807 1.074489  0.364
H 1.438378 -0.889119 2.044060  0.238
H 0.871790 -2.417603 1.973470  0.354
H 0.864466 -0.186927 -0.169443  0.238
H 0.569650 -1.882523 -0.725318  0.284
H -1.691441 -1.050673 -0.378838  0.351
H -1.234416 -2.235603 0.718081  0.452
H -1.283411 -0.572925 2.479330  0.346
H -2.706130 -0.400045 1.536639  0.374
H -0.386974 2.810262 1.809974  0.269
H 0.151976 1.295184 2.699504  0.233
H 2.845383 -0.551986 -3.120404  0.301
H 1.837649 -0.305313 -4.234030  0.288
O 1.950279 -0.208672 -3.306669  -0.575
H -0.304202 0.942647 -1.558012  0.274
H -0.828893 1.942383 -2.594684  0.292
O -0.070096 1.738414 -2.036390  -0.609

Force components x, y, z for each atom (eV/Å):
C 1.14 1.21 1.70
C -1.76 -0.14 0.57
C -1.10 0.84 -1.24
C 0.15 -1.08 0.88
C -0.39 1.14 -0.39
N 0.66 -1.25 0.20
H -0.12 -0.32 -0.26
H -0.04 0.19 -0.50
H -0.37 -0.74 -0.74
H 0.03 -0.26 -0.19
H 0.42 0.21 -0.23
H 0.92 0.02 -0.48
H -0.07 0.02 0.64
H 0.27 0.55 0.32
H 0.19 -0.01 -0.32
H 0.27 0.15 0.02
H -0.16 -0.54 -0.01
H -0.68 0.26 -0.18
H -0.14 -0.11 -1.26
O 0.89 -0.26 1.44
H -0.14 -0.17 0.07
H 0.07 -0.08 0.18
O -0.02 0.40 -0.23

## Properties
SMILES   C=NCCCC.O.O
LUMO   0.8 eV
Spin multiplicity   1
Maximum force   2.375 eV Å⁻¹
Energy   -11011.933 eV
Relative energy (zero: lowest compared OMol25 entry of this formula, charge and spin)   46.42 kcal/mol


No. 3
The following is a DFT calculation (the ωB97M-V functional and the def2-TZVPD basis) of a 2-piece molecular cluster, C5H15NO2 overall.

Each line ends with the Mulliken charge.
Positions of all 23 atoms, in Å:
C -0.390337 -1.322524 0.621263  -0.755
C -1.441030 -0.518372 -0.135206  0.142
C -2.205555 -1.275288 -1.229329  -1.117
O -0.711702 0.630744 -0.660805  -0.442
C 0.597546 -0.494781 1.466898  -0.680
N 2.030399 -0.691561 1.123332  -0.481
C 2.474545 0.067626 -0.057730  -0.617
H 0.099995 -2.027095 -0.060625  0.495
H -0.889981 -1.948447 1.366437  0.290
H -2.186346 0.005286 0.467474  0.259
H -2.028218 -2.339426 -1.042379  0.367
H -3.289110 -1.190913 -1.264345  0.294
H -1.783464 -0.961897 -2.188038  0.264
H -0.557239 0.458703 -1.595228  0.256
H 0.266990 0.543290 1.406579  0.363
H 0.601731 -0.721021 2.537118  0.370
H 2.019942 -1.673450 0.870026  0.252
H 3.471598 0.439852 0.134674  0.322
H 1.861213 0.968245 -0.159911  0.176
H 2.423158 -0.421237 -1.033942  0.223
H -0.816725 2.601404 -1.243577  0.307
H -0.794402 3.481196 -0.109487  0.296
O -0.158982 3.090628 -0.729548  -0.585

Force components x, y, z for each atom (eV/Å):
C -0.85 -0.63 1.24
C 0.09 1.51 -0.30
C 0.76 -0.66 0.37
O -0.80 -0.83 -0.77
C 0.61 0.35 0.11
N -1.02 0.06 -0.85
C -0.39 0.89 0.31
H 0.18 0.28 -0.06
H -0.34 -0.33 -0.30
H 0.20 -0.54 0.74
H 0.10 -0.01 -0.49
H 0.03 0.58 0.19
H -0.18 -0.44 -0.14
H 0.27 -0.02 -0.03
H 0.60 0.13 -0.13
H -0.68 -0.42 -0.14
H 0.68 -0.10 0.18
H 0.46 -0.17 -0.24
H -0.04 -0.10 0.08
H 0.07 -0.36 0.13
H 0.58 -0.30 -0.11
H 0.65 0.24 0.23
O -0.98 0.85 -0.03

## Properties
SMILES   CNCC[C@H](C)O.O
LUMO   0.7 eV
Spin multiplicity   1
Maximum force   1.630 eV Å⁻¹
Energy   -11011.913 eV
Relative energy (zero: lowest compared OMol25 entry of this formula, charge and spin)   46.89 kcal/mol


No. 4
The following is a DFT calculation (the ωB97M-V functional and the def2-TZVPD basis) of a 3-piece molecular cluster, C5H15NO2 overall.

Each line ends with the Mulliken charge.
Positions of all 23 atoms, in Å:
C -0.195538 1.640200 -0.902706  -0.381
N 1.096223 0.906581 -0.803387  0.023
C 0.905425 -0.467308 -1.396862  -0.736
C 0.832490 0.170957 1.631723  -0.091
C 1.716808 0.658525 0.613162  -0.924
C -3.086176 -0.335116 -0.008579  -0.681
O -1.935324 -0.029537 0.738062  -0.547
H 0.058468 2.710654 -0.724774  0.241
H -0.799131 1.427263 -1.810699  0.338
H -0.730229 1.202197 -0.021390  0.169
H 1.180991 -0.455135 -2.466347  0.347
H -0.068404 -1.022729 -1.304268  0.215
H 1.554789 -1.138899 -0.779170  0.408
H 0.998519 -0.965365 1.595136  0.101
H 1.025501 0.766805 2.591423  0.230
H -0.186596 0.148941 1.335353  0.066
H 2.311177 1.587211 0.744345  0.431
H -3.841506 -0.796981 0.650090  0.288
H -2.951651 -1.079389 -0.917383  0.227
H -3.551438 0.572849 -0.443465  0.282
H 2.499677 -0.093672 0.362052  0.529
H 1.549929 -3.096054 0.949002  0.187
O 1.616005 -2.312002 0.368692  -0.721

Force components x, y, z for each atom (eV/Å):
C 2.72 0.26 0.12
N -3.91 -2.77 0.56
C 1.55 -0.28 0.04
C -0.19 -0.42 2.41
C 3.63 1.74 -4.01
C 1.01 -0.37 -1.60
O -0.92 -0.25 -0.98
H -0.81 -0.58 -0.02
H 0.84 0.16 0.52
H -1.26 -0.22 0.22
H -0.09 0.07 0.35
H 0.03 1.35 0.16
H -0.36 0.52 -1.56
H 0.38 0.50 0.42
H -0.63 -1.27 -1.13
H -0.92 0.38 0.24
H -0.71 -0.22 0.76
H 0.20 0.13 0.16
H 0.13 1.18 1.75
H 0.04 -0.20 0.32
H -0.58 0.62 0.26
H 0.12 0.33 -0.51
O -0.27 -0.67 1.51

## Properties
LUMO   -4.4 eV
Spin multiplicity   1
Maximum force   5.685 eV Å⁻¹
Energy   -11003.116 eV
Relative energy (zero: lowest compared OMol25 entry of this formula, charge and spin)   249.76 kcal/mol


No. 5
The following is a DFT calculation (the ωB97M-V functional and the def2-TZVPD basis) of a 3-piece molecular cluster, C5H15NO2 overall.

Each line ends with the Mulliken charge.
Positions of all 23 atoms, in Å:
C 0.595641 0.621513 1.377190  -0.739
N 0.966607 -0.472982 0.419883  -0.332
C 0.031843 -0.550655 -0.743042  -0.583
C -0.916359 -1.743284 -0.599437  -0.900
C -1.908658 -1.610990 0.530344  0.183
C -3.150046 -2.051782 0.458414  -0.932
H 1.207845 1.472825 1.115290  0.123
H 0.816624 0.320020 2.399440  0.301
H -0.472766 0.790152 1.266217  0.351
H 0.905753 -1.363209 0.896384  0.261
H 0.674156 -0.644191 -1.620770  0.349
H -0.560545 0.346968 -0.833101  0.352
H -0.367855 -2.645449 -0.532171  0.372
H -1.487423 -1.836358 -1.529367  0.399
H -1.496784 -1.183136 1.438332  0.244
H -3.567280 -2.561583 -0.403878  0.260
H -3.864842 -2.004393 1.243648  0.289
H 2.796479 1.896764 -1.193602  0.336
H 2.554471 0.431707 -1.732048  0.341
O 3.072160 1.223582 -1.820946  -0.662
H 0.783699 3.813329 -0.521947  0.291
H 1.924694 4.283759 0.310029  0.294
O 1.462581 3.467399 0.075128  -0.596

Force components x, y, z for each atom (eV/Å):
C 0.51 -1.27 -0.86
N -0.75 0.49 0.19
C 0.95 -0.81 0.91
C -1.07 1.17 -0.91
C 0.69 -0.21 -0.23
C -0.29 -0.34 -0.36
H -0.34 0.40 0.16
H 0.02 -0.02 0.03
H -0.10 0.59 0.31
H 0.11 0.01 0.08
H -0.44 -0.11 -0.32
H -0.01 0.50 0.00
H 0.82 -1.03 0.33
H 0.00 -0.04 -0.02
H -0.32 0.06 0.15
H 0.36 0.17 -0.32
H -0.20 0.27 0.86
H -0.42 -0.32 0.24
H -0.45 -0.18 0.61
O 0.84 0.57 -0.71
H -0.01 -0.38 0.03
H 0.17 -0.27 0.16
O -0.05 0.74 -0.32

## Properties
SMILES   C=CCCNC.O.O
LUMO   0.5 eV
Spin multiplicity   1
Maximum force   1.827 eV Å⁻¹
Energy   -11012.041 eV
Relative energy (zero: lowest compared OMol25 entry of this formula, charge and spin)   43.93 kcal/mol


> Which of these has the highest relative energy (zero: lowest compared OMol25 entry of this formula, charge and spin)?

number 4


> Which formula does entry 1 have?

C5H15NO2


> Number 3 is which compound?

C5H15NO2